1.
A 2-piece molecular cluster, C3H7N2O overall at a distorted geometry, computed with ωB97M-V/def2-TZVPD.

Results
Frontier orbital gap (eV): 10.2
HOMO level (eV): -13.810
Total charge: +1
Relative energy (zero: lowest compared OMol25 entry of this formula, charge and spin) (kcal per mole): 16.5

Element x y z (Å)
O -5.007 2.815 -2.230
H -4.192 2.298 -2.042
H -4.817 3.279 -3.077
C -1.106 -1.846 0.355
C 0.009 -2.190 -0.417
C 0.000 0.000 0.000
N -1.098 -0.536 0.534
N 0.710 -1.038 -0.520
H -1.914 -2.518 0.644
H 0.459 -3.141 -0.702
H 0.338 1.036 -0.020
H -1.805 0.059 1.002
H 1.627 -0.898 -0.983

---

2.
A 2-piece molecular cluster, C3H7N2O overall at a distorted geometry, computed with ωB97M-V/def2-TZVPD.

Results
Frontier orbital gap (eV): 10.8
HOMO level (eV): -14.016
Total charge: +1
Relative energy (zero: lowest compared OMol25 entry of this formula, charge and spin) (kcal per mole): 37.1

Element x y z (Å)
C 0.961 -0.855 -1.288
C 1.519 0.158 -0.629
N 0.603 0.897 0.069
C -0.604 0.413 -0.261
N -0.422 -0.638 -1.155
H 1.413 -1.773 -1.604
H 2.484 0.456 -0.850
H 0.743 1.946 0.459
H -1.587 0.839 -0.063
H -1.187 -1.288 -1.363
H -0.850 -0.462 2.625
H -1.863 0.481 2.283
O -1.211 -0.175 1.778